Formula: C22H29F4IN5O2S
Source: the OMol25 dataset
Level of theory: ωB97M-V/def2-TZVPD

Bonds (Å) are listed after each position.
Positions of all 64 atoms, in Å:
1 C -0.451 -2.590 -3.252  C2 1.671, H28 1.191, H29 1.178, H30 1.177
2 C 0.932 -1.656 -3.333  C1 1.671, C3 1.672, H31 1.177, H32 1.172
3 C 2.275 -2.616 -3.066  C2 1.672, O4 1.471, H33 1.170, H34 1.193
4 O 3.446 -1.861 -2.596  C3 1.471, C5 1.471
5 C 3.862 -2.253 -1.241  O4 1.471, C6 1.639, H35 1.194, H36 1.194
6 C 3.153 -1.418 -0.023  C5 1.639, C7 1.673, C21 1.640
7 C 2.058 -2.218 0.957  C6 1.673, C8 1.644, C12 1.672
8 C 1.689 -3.812 0.795  C7 1.644, C9 1.669, H37 1.170, H38 1.176
9 C 2.964 -4.674 1.441  C8 1.669, O10 1.361, I11 2.230
10 O 3.453 -4.376 2.675  C9 1.361
11 I 3.947 -6.329 0.315  C9 2.230
12 C 1.262 -1.416 2.190  C7 1.672, C13 1.652, C16 1.640
13 C 0.178 -2.139 3.205  C12 1.652, N14 1.513, H39 1.172, H40 1.177
14 N -1.127 -2.533 2.549  C13 1.513, C15 1.513, H41 1.047
15 C -1.462 -1.685 1.342  N14 1.513, H42 1.174, H43 1.188, H44 1.190
16 C 1.549 0.181 2.432  C12 1.640, N17 1.515, C20 1.639
17 N 0.916 1.084 3.470  C16 1.515, S18 1.758
18 S 1.592 2.697 3.292  N17 1.758, N19 1.763
19 N 2.672 2.337 1.947  S18 1.763, C20 1.512
20 C 2.656 0.905 1.463  C16 1.639, N19 1.512, C21 1.668
21 C 3.491 0.169 0.221  C6 1.640, C20 1.668, C22 1.637
22 C 4.521 1.100 -0.647  C21 1.637, F23 1.480, F24 1.511, C25 1.673
23 F 5.623 0.375 -1.317  C22 1.480
24 F 5.189 2.064 0.305  C22 1.511
25 C 3.652 2.085 -1.683  C22 1.673, F26 1.511, F27 1.505, H45 1.172
26 F 3.791 3.514 -1.211  C25 1.511
27 F 2.176 1.805 -1.610  C25 1.505
28 H -0.725 -2.871 -2.128  C1 1.191
29 H -0.331 -3.559 -3.911  C1 1.178
30 H -1.320 -1.949 -3.719  C1 1.177
31 H 0.956 -0.841 -2.485  C2 1.177
32 H 0.984 -1.223 -4.421  C2 1.172
33 H 1.909 -3.467 -2.351  C3 1.170
34 H 2.530 -3.141 -4.106  C3 1.193
35 H 3.696 -3.427 -1.104  C5 1.194
36 H 5.045 -2.114 -1.162  C5 1.194
37 H 0.721 -4.155 1.356  C8 1.170
38 H 1.588 -4.181 -0.317  C8 1.176
39 H -0.084 -1.455 4.121  C13 1.172
40 H 0.684 -3.122 3.609  C13 1.177
41 H -1.155 -3.559 2.342  N14 1.047
42 H -0.827 -1.932 0.386  C15 1.174
43 H -2.589 -1.930 1.058  C15 1.188
44 H -1.440 -0.528 1.622  C15 1.190
45 H 4.075 2.078 -2.775  C25 1.172
46 C -6.592 4.436 -0.005  C47 1.516, H54 1.095, H55 1.094, H56 1.095
47 C -5.786 3.478 -0.860  C46 1.516, N48 1.471, H57 1.096, H58 1.097
48 N -4.478 3.117 -0.292  C47 1.471, C49 1.389, C52 1.342
49 C -3.699 2.054 -0.731  N48 1.389, C50 1.366, H59 1.076
50 C -2.549 2.070 0.007  C49 1.366, N51 1.383, H60 1.077
51 N -2.651 3.140 0.878  C50 1.383, C52 1.342, C53 1.458
52 C -3.825 3.761 0.688  N48 1.342, N51 1.342, H61 1.083
53 C -1.656 3.557 1.858  N51 1.458, H62 1.093, H63 1.093, H64 1.093
54 H -6.072 5.392 0.112  C46 1.095
55 H -7.561 4.638 -0.471  C46 1.094
56 H -6.767 4.019 0.991  C46 1.095
57 H -5.603 3.918 -1.847  C47 1.096
58 H -6.355 2.552 -1.002  C47 1.097
59 H -4.066 1.424 -1.523  C49 1.076
60 H -1.664 1.457 0.021  C50 1.077
61 H -4.168 4.632 1.234  C52 1.083
62 H -2.095 3.496 2.856  C53 1.093
63 H -1.361 4.587 1.644  C53 1.093
64 H -0.777 2.909 1.805  C53 1.093

Computed properties:
Charge: +1
LUMO (eV): -4.04
Calculated total energy (eV): -64613.468

And the Mulliken charges, in e, turn out to be: atom 1 (C): -0.89, atom 2 (C): -0.09, atom 3 (C): -0.25, atom 4 (O): -0.33, atom 5 (C): -0.45, atom 6 (C): 0.74, atom 7 (C): 0.34, atom 8 (C): -0.27, atom 9 (C): 0.12, atom 10 (O): -0.48, atom 11 (I): 0.06, atom 12 (C): 0.27, atom 13 (C): -1.13, atom 14 (N): -0.34, atom 15 (C): -0.41, atom 16 (C): 0.29, atom 17 (N): -0.56, atom 18 (S): 0.14, atom 19 (N): -0.47, atom 20 (C): 0.18, atom 21 (C): -0.20, atom 22 (C): 0.78, atom 23 (F): -0.27, atom 24 (F): -0.30, atom 25 (C): 0.15, atom 26 (F): -0.28, atom 27 (F): -0.23, atom 28 (H): 0.18, atom 29 (H): 0.29, atom 30 (H): 0.31, atom 31 (H): 0.01, atom 32 (H): 0.32, atom 33 (H): 0.01, atom 34 (H): 0.28, atom 35 (H): 0.04, atom 36 (H): 0.37, atom 37 (H): 0.06, atom 38 (H): 0.24, atom 39 (H): 0.29, atom 40 (H): 0.37, atom 41 (H): 0.38, atom 42 (H): 0.10, atom 43 (H): 0.33, atom 44 (H): 0.09, atom 45 (H): 0.25, atom 46 (C): -1.37, atom 47 (C): -0.19, atom 48 (N): 0.20, atom 49 (C): -0.79, atom 50 (C): -0.50, atom 51 (N): 0.21, atom 52 (C): -0.15, atom 53 (C): -0.58, atom 54 (H): 0.38, atom 55 (H): 0.36, atom 56 (H): 0.39, atom 57 (H): 0.30, atom 58 (H): 0.36, atom 59 (H): 0.47, atom 60 (H): 0.77, atom 61 (H): 0.39, atom 62 (H): 0.38, atom 63 (H): 0.38, atom 64 (H): -0.05